1.
A molecular structure, C49H42F15GeO3PS3Zn at a distorted geometry, computed with ωB97M-V with the def2-TZVPD basis set.

Last column: Mulliken charge in e.
Positions of all 115 atoms, in Å:
1 Zn 17.31 9.55 12.14  0.252
2 S 18.85 10.99 13.14  -0.664
3 C 18.05 11.05 14.73  0.657
4 C 18.71 11.95 15.78  -0.407
5 C 18.11 11.94 17.00  -0.435
6 C 17.07 11.17 17.39  -0.794
7 C 16.25 10.55 16.29  -0.744
8 C 16.77 10.53 14.97  0.664
9 S 15.76 9.61 13.86  -0.417
10 H 19.72 11.96 15.25  0.330
11 H 18.62 12.39 17.98  -0.007
12 H 16.73 11.11 18.35  0.550
13 H 15.51 9.71 16.43  0.338
14 C 13.88 17.13 8.85  -0.376
15 C 13.88 17.55 10.31  -1.189
16 C 14.44 16.33 11.17  -0.142
17 C 15.87 15.91 10.83  -0.111
18 C 16.26 16.38 9.32  -1.352
19 C 15.05 16.28 8.41  -0.628
20 P 15.99 14.00 11.29  1.003
21 C 15.44 13.79 13.03  2.500
22 C 13.99 13.53 13.48  -0.747
23 C 13.84 13.22 14.92  -0.289
24 C 14.89 14.05 15.77  -0.403
25 C 15.37 15.39 15.07  -1.114
26 C 16.09 15.00 13.82  -0.544
27 C 17.80 13.56 11.37  2.195
28 C 18.74 14.73 12.06  -0.905
29 C 19.94 14.96 11.15  -0.950
30 C 20.76 13.69 10.65  -0.689
31 C 19.79 12.72 10.08  -0.014
32 C 18.35 13.12 9.99  -1.029
33 H 13.51 17.98 8.02  0.213
34 H 12.87 16.54 8.82  0.010
35 H 12.92 17.71 10.74  0.608
36 H 14.73 18.37 10.49  0.285
37 H 13.72 15.38 11.15  -0.507
38 H 14.43 16.48 12.19  0.736
39 H 16.67 16.37 11.40  0.689
40 H 16.84 15.72 9.03  0.625
41 H 16.45 17.50 9.62  0.335
42 H 14.60 15.35 8.10  0.358
43 H 15.53 16.69 7.31  0.277
44 H 15.79 12.76 13.24  -1.599
45 H 13.49 12.77 12.86  0.723
46 H 13.38 14.43 13.18  -0.697
47 H 14.01 12.15 15.19  0.184
48 H 12.87 13.56 15.44  0.110
49 H 15.91 13.44 15.73  -0.463
50 H 14.59 14.27 16.75  0.897
51 H 15.85 16.11 15.65  0.642
52 H 14.34 15.90 14.76  0.143
53 H 17.19 14.80 14.01  0.102
54 H 16.04 16.05 13.20  0.000
55 H 17.85 12.97 12.17  -1.148
56 H 19.19 14.07 12.73  0.524
57 H 18.23 15.71 12.03  0.372
58 H 20.72 15.81 11.62  0.251
59 H 19.66 15.41 10.09  0.245
60 H 21.72 13.46 11.54  0.184
61 H 21.59 14.33 10.17  0.327
62 H 19.63 11.69 10.67  -0.194
63 H 20.52 12.22 9.28  0.298
64 H 17.66 12.43 9.61  0.796
65 H 17.86 14.02 9.17  -0.335
66 F 10.25 11.65 14.11  -0.451
67 C 10.32 12.65 13.24  -0.173
68 C 10.55 12.32 11.96  1.232
69 C 10.89 13.40 11.14  0.144
70 F 11.14 13.34 9.85  -0.495
71 C 10.95 14.68 11.66  0.684
72 F 11.10 15.67 10.75  -0.591
73 C 10.63 15.01 12.95  0.284
74 F 10.66 16.25 13.39  -0.388
75 C 10.40 13.95 13.76  0.180
76 F 10.32 14.11 15.06  -0.481
77 Ge 10.67 10.39 11.34  0.130
78 S 15.18 12.77 10.03  -0.373
79 C 8.87 9.71 11.98  -0.647
80 C 8.67 8.44 11.58  0.370
81 F 9.53 7.81 10.75  -0.305
82 C 7.55 7.72 11.98  0.096
83 F 7.42 6.39 11.75  -0.324
84 C 6.60 8.34 12.81  0.506
85 F 5.58 7.65 13.25  -0.334
86 C 6.77 9.67 13.22  0.045
87 F 5.79 10.24 13.94  -0.333
88 C 7.86 10.35 12.72  0.670
89 F 7.94 11.62 12.97  -0.235
90 C 9.83 10.63 9.47  -0.362
91 C 8.80 11.49 9.28  0.548
92 F 8.34 12.26 10.27  -0.292
93 C 8.04 11.55 8.10  0.249
94 F 6.99 12.37 7.92  -0.333
95 C 8.56 10.83 7.02  0.339
96 F 7.84 10.79 5.87  -0.326
97 C 9.65 9.94 7.14  0.279
98 F 10.17 9.36 6.01  -0.330
99 C 10.33 9.90 8.38  0.083
100 F 11.37 9.03 8.46  -0.306
101 O 17.52 9.55 7.31  -0.178
102 C 17.91 8.36 7.52  0.525
103 C 18.27 7.44 6.37  -0.584
104 C 18.77 6.16 6.51  -0.552
105 C 18.90 5.68 7.90  -0.604
106 C 18.55 6.56 9.01  -0.367
107 C 18.01 7.76 8.82  0.014
108 C 17.81 8.57 9.93  1.321
109 O 17.52 7.90 11.11  -0.744
110 O 17.56 9.84 9.81  -0.520
111 H 17.35 9.44 6.33  0.295
112 H 18.11 7.88 5.34  0.157
113 H 19.64 5.41 5.94  0.140
114 H 19.33 4.83 8.27  0.432
115 H 18.80 6.18 9.97  0.375

Properties
ΔE to the lowest compared entry with this formula, charge and spin, eV: 14.935
E, Eh: -9007.88512
HOMO-LUMO gap, eV: 6.49
Multiplicity: 1
E_HOMO, Eh: -0.103
Total charge: -2

=====

2.
A molecular structure, C51H42F3N11O4Tl, computed with ωB97M-V with the def2-TZVPD basis set.

Last column: Mulliken charge in e.
Positions of all 112 atoms, in Å:
1 Tl -0.56 -0.08 -0.03  1.140
2 C -1.12 -4.97 1.58  -1.096
3 O -1.81 -4.61 0.41  0.119
4 C -2.66 -5.50 -0.15  1.246
5 C -2.97 -6.73 0.41  -0.911
6 C -3.80 -7.62 -0.26  -0.751
7 C -4.32 -7.28 -1.50  -0.715
8 C -4.03 -6.05 -2.06  -0.432
9 C -3.21 -5.14 -1.40  -0.182
10 N -2.92 -3.90 -2.01  0.093
11 C -2.69 -2.69 -1.34  -0.089
12 N -3.55 -2.48 -0.32  0.210
13 C -3.81 -1.35 0.49  -0.148
14 C -3.15 -0.12 0.42  -0.873
15 C -3.71 0.88 1.22  -0.451
16 C -4.76 0.68 2.11  -1.011
17 C -5.32 -0.58 2.23  -0.383
18 C -4.86 -1.59 1.40  0.908
19 O -5.44 -2.86 1.41  -0.541
20 C -5.30 -3.55 2.63  -0.817
21 N -1.84 -1.83 -1.75  0.316
22 C -1.02 -2.21 -2.83  -1.369
23 C 0.08 -3.04 -2.58  0.467
24 C 0.87 -3.54 -3.60  -1.090
25 C 0.58 -3.20 -4.91  -0.456
26 C -0.46 -2.33 -5.17  -0.693
27 C -1.27 -1.82 -4.16  0.898
28 O -2.30 -1.04 -4.59  -0.557
29 C -2.99 -0.16 -3.71  -0.472
30 H -0.51 -4.11 1.84  0.239
31 H -0.49 -5.85 1.43  0.386
32 H -1.82 -5.17 2.41  0.361
33 H -2.56 -7.01 1.37  0.406
34 H -4.03 -8.57 0.19  0.400
35 H -4.97 -7.97 -2.03  0.371
36 H -4.43 -5.77 -3.03  0.456
37 H -2.51 -3.95 -2.93  0.359
38 H -4.21 -3.22 -0.16  0.380
39 H -3.31 1.89 1.14  0.513
40 H -5.12 1.49 2.73  0.403
41 H -6.12 -0.77 2.93  0.350
42 H -5.66 -4.57 2.46  0.267
43 H -5.90 -3.10 3.43  0.335
44 H -4.26 -3.59 2.96  0.262
45 H 0.28 -3.30 -1.55  0.477
46 H 1.70 -4.20 -3.37  0.375
47 H 1.17 -3.59 -5.73  0.393
48 H -0.70 -2.03 -6.19  0.441
49 H -3.45 0.59 -4.36  0.321
50 H -2.32 0.32 -3.01  0.057
51 H -3.77 -0.69 -3.15  0.246
52 C -1.59 2.83 5.52  -1.328
53 N -1.48 2.67 4.09  0.956
54 C -1.10 1.59 3.37  -0.532
55 N -0.96 1.91 2.11  0.423
56 C -1.28 3.23 2.10  -0.855
57 N -1.59 3.73 3.27  -0.912
58 C -0.23 2.81 6.20  0.981
59 C -0.15 2.55 7.56  -0.829
60 C 1.08 2.53 8.20  -0.599
61 C 2.24 2.77 7.49  -0.931
62 C 2.17 3.04 6.12  -0.118
63 C 0.93 3.05 5.48  -0.111
64 C 3.39 3.29 5.38  0.522
65 N 4.59 3.39 5.86  -0.521
66 N 5.43 3.59 4.81  -0.501
67 C 4.71 3.60 3.74  0.531
68 O 3.40 3.43 4.03  -0.250
69 C 5.18 3.70 2.37  -0.047
70 C 6.55 3.73 2.13  -0.942
71 C 7.02 3.75 0.83  -0.605
72 C 6.13 3.74 -0.24  -0.900
73 C 4.75 3.72 -0.01  0.730
74 C 3.85 3.69 -1.23  -1.007
75 N 2.45 3.53 -0.94  1.139
76 C 1.82 2.54 -0.28  -0.496
77 N 0.53 2.74 -0.30  -0.014
78 C 0.40 3.88 -1.01  -0.649
79 N 1.54 4.41 -1.41  -1.141
80 C 4.29 3.71 1.29  -0.171
81 H -2.23 2.04 5.92  0.450
82 H -2.07 3.79 5.68  0.312
83 H -0.95 0.61 3.80  0.400
84 H -1.27 3.82 1.20  0.587
85 H -1.06 2.37 8.12  0.441
86 H 1.13 2.32 9.26  0.380
87 H 3.21 2.75 7.96  0.515
88 H 0.89 3.26 4.42  0.807
89 H 7.23 3.71 2.97  0.504
90 H 8.08 3.75 0.63  0.391
91 H 6.50 3.73 -1.25  0.456
92 H 4.16 2.88 -1.88  0.417
93 H 3.94 4.62 -1.78  0.429
94 H 2.32 1.72 0.20  0.434
95 H -0.56 4.33 -1.23  0.496
96 H 3.22 3.69 1.50  0.931
97 F 4.46 2.21 -8.25  -0.285
98 C 4.29 0.99 -7.70  0.923
99 F 5.54 0.51 -7.44  -0.276
100 F 3.81 0.20 -8.70  -0.267
101 C 3.42 1.00 -6.50  0.337
102 C 2.49 2.01 -6.31  -0.731
103 C 1.64 1.98 -5.21  -0.592
104 C 1.72 0.93 -4.27  0.694
105 C 2.69 -0.05 -4.46  -0.427
106 C 3.52 -0.03 -5.57  -0.880
107 C 0.82 0.88 -3.18  0.338
108 C 0.01 0.82 -2.25  -1.591
109 H 2.42 2.83 -7.01  0.403
110 H 0.91 2.75 -5.07  0.495
111 H 2.78 -0.85 -3.74  0.541
112 H 4.24 -0.82 -5.73  0.387

Properties
ΔE to the lowest compared entry with this formula, charge and spin, eV: 0.709
E, Eh: -3343.95071
HOMO-LUMO gap, eV: 4.99
Multiplicity: 1
E_HOMO, Eh: -0.130
Total charge: -1

=====

3.
A molecular structure, C20H29N3P2RuS at a distorted geometry, computed with ωB97M-V with the def2-TZVPD basis set.

Last column: Mulliken spin population.
Positions of all 56 atoms, in Å:
1 C 2.42 -1.67 3.16  -0.029
2 C 1.92 -1.12 1.98  -0.083
3 C 0.79 -1.72 1.37  0.205
4 C 0.28 -2.91 1.91  -0.030
5 C 0.79 -3.44 3.09  -0.040
6 C 1.86 -2.82 3.73  0.115
7 C -0.89 -3.51 1.20  0.021
8 C -0.77 -3.36 -0.28  -0.051
9 C -0.21 -2.16 -0.75  0.187
10 C -0.05 -1.97 -2.14  0.029
11 C -0.53 -2.94 -3.02  -0.035
12 C -1.14 -4.11 -2.55  0.114
13 C -1.26 -4.32 -1.17  -0.038
14 H 3.26 -1.18 3.65  0.002
15 H 0.32 -4.34 3.51  0.001
16 H 2.27 -3.23 4.65  0.000
17 H -1.00 -4.56 1.47  0.005
18 H -0.42 -2.78 -4.09  0.002
19 H -1.52 -4.85 -3.25  0.001
20 H -1.73 -5.22 -0.77  0.001
21 N 0.22 -1.23 0.20  0.570
22 Ru -0.46 0.74 0.13  2.604
23 C 2.55 0.11 1.36  0.033
24 H 2.92 -0.07 0.34  -0.003
25 H 3.39 0.47 1.97  0.004
26 C 0.66 -0.74 -2.65  0.056
27 H 1.72 -0.72 -2.33  0.007
28 H 0.64 -0.71 -3.75  0.008
29 P 1.31 1.45 1.27  -0.113
30 P -0.10 0.83 -2.03  0.044
31 C -1.46 1.08 -3.21  0.006
32 H -1.90 2.06 -3.03  0.000
33 H -1.08 1.00 -4.24  0.001
34 H -2.21 0.30 -3.04  0.000
35 C 1.10 2.07 -2.58  0.035
36 H 1.15 2.05 -3.68  0.002
37 H 0.77 3.06 -2.24  0.004
38 H 2.10 1.86 -2.17  0.003
39 C 0.88 1.78 3.00  0.042
40 H 1.80 1.87 3.59  0.005
41 H 0.30 2.71 3.07  0.003
42 H 0.28 0.96 3.41  -0.019
43 C 2.18 2.93 0.73  0.014
44 H 1.47 3.76 0.62  0.002
45 H 2.92 3.18 1.50  0.000
46 H 2.68 2.75 -0.23  -0.005
47 H -1.79 -2.94 1.51  0.020
48 H -1.75 0.39 -0.76  0.093
49 N -2.99 4.23 -0.94  0.010
50 C -2.77 3.58 0.23  -0.013
51 N -3.75 3.65 1.15  0.015
52 S -1.20 2.92 0.54  0.193
53 H -3.71 4.94 -1.00  -0.001
54 H -2.21 4.26 -1.58  0.004
55 H -3.59 3.24 2.06  0.000
56 H -4.46 4.37 1.08  -0.001

Properties
ΔE to the lowest compared entry with this formula, charge and spin, eV: 0.000
E, Eh: -2119.00544
HOMO-LUMO gap (spin up / spin down), eV: 6.91 / 5.67
Multiplicity: 5
E_HOMO (spin up / spin down), Eh: -0.462 / -0.525
Total charge: +2
Expectation value of S²: 6.043

=====

4.
A molecular structure, C22H35Ge2S4SbZr at a distorted geometry, computed with ωB97M-V with the def2-TZVPD basis set.

Last column: natural (NBO) charge in e.
Positions of all 65 atoms, in Å:
1 Zr -0.82 -2.36 0.45  1.237
2 C -2.61 1.42 3.62  -0.612
3 C -2.21 -0.05 3.53  -0.773
4 Ge -0.70 -0.40 2.23  0.832
5 C 0.99 -0.12 3.26  -0.791
6 C 1.04 1.12 4.15  -0.611
7 C -0.77 1.23 1.08  -0.527
8 C -1.19 1.38 -0.19  -0.449
9 Ge -1.76 -0.19 -1.29  1.364
10 C 0.07 -0.89 -1.98  -0.738
11 C 0.14 -0.83 -3.50  -0.614
12 C -3.19 0.06 -2.67  -0.797
13 C -2.92 0.90 -3.92  -0.619
14 C -1.15 2.70 -0.86  -0.095
15 C -1.51 3.87 -0.18  -0.194
16 C -1.40 5.10 -0.80  -0.201
17 C -0.93 5.20 -2.10  -0.215
18 C -0.58 4.05 -2.79  -0.224
19 C -0.70 2.81 -2.17  -0.159
20 H -3.37 1.57 4.39  0.207
21 H -3.02 1.77 2.67  0.204
22 H -1.76 2.06 3.86  0.198
23 H -3.06 -0.65 3.22  0.218
24 H -1.89 -0.43 4.50  0.213
25 H 1.81 -0.10 2.54  0.216
26 H 1.14 -1.02 3.87  0.214
27 H 0.93 2.04 3.58  0.196
28 H 1.99 1.18 4.69  0.206
29 H 0.24 1.09 4.90  0.201
30 H -0.39 2.14 1.56  0.201
31 H 0.30 -1.92 -1.70  0.241
32 H 0.81 -0.24 -1.51  0.244
33 H -0.62 -1.47 -3.96  0.223
34 H 1.12 -1.19 -3.82  0.226
35 H 0.02 0.18 -3.88  0.209
36 H -4.01 0.50 -2.08  0.236
37 H -3.50 -0.95 -2.94  0.242
38 H -2.66 1.92 -3.67  0.217
39 H -3.83 0.92 -4.53  0.218
40 H -2.12 0.47 -4.52  0.203
41 H -1.89 3.80 0.83  0.218
42 H -1.68 6.00 -0.26  0.215
43 H -0.84 6.17 -2.58  0.215
44 H -0.22 4.11 -3.81  0.214
45 H -0.41 1.91 -2.71  0.186
46 S -1.78 -3.51 -1.76  -0.651
47 Sb -3.45 -3.62 -0.10  1.359
48 S -2.15 -4.13 1.81  -0.530
49 S -3.15 -1.12 0.31  -0.502
50 S -5.55 -4.20 -0.59  -0.576
51 C 4.53 -1.43 1.30  -0.587
52 C 4.02 -2.55 0.39  -0.150
53 C 4.51 -2.32 -1.05  -0.586
54 C 4.51 -3.91 0.91  -0.585
55 C 2.55 -2.55 0.39  0.137
56 C 1.33 -2.56 0.39  -0.654
57 H 5.62 -1.44 1.34  0.211
58 H 4.14 -1.56 2.32  0.220
59 H 4.21 -0.46 0.93  0.214
60 H 5.60 -2.38 -1.09  0.212
61 H 4.20 -1.34 -1.40  0.211
62 H 4.10 -3.08 -1.72  0.216
63 H 5.60 -3.94 0.94  0.210
64 H 4.16 -4.72 0.27  0.217
65 H 4.13 -4.09 1.92  0.218

Properties
ΔE to the lowest compared entry with this formula, charge and spin, eV: 1.784
E, Eh: -6893.15183
HOMO-LUMO gap, eV: 6.70
Multiplicity: 1
E_HOMO, Eh: -0.297
Total charge: 0

=====

- Look up the multiplicity of the second one.
  1